{
  "formula": "C22H37N2PSiSn",
  "method": "wB97M-V/def2-TZVPD",
  "fmax_ev_per_a": 1.80,
  "e_homo_ev": -6.94,
  "de_lowest_kj_mol": 0.00,
  "charge": 0,
  "gap_ev": 7.4,
  "elements": ["Sn", "P", "Si", "N", "N", "C", "C", "C", "C", "C", "C", "C", "C", "C", "C", "C", "C", "C", "C", "C", "C", "C", "C", "C", "C", "C", "C", "H", "H", "H", "H", "H", "H", "H", "H", "H", "H", "H", "H", "H", "H", "H", "H", "H", "H", "H", "H", "H", "H", "H", "H", "H", "H", "H", "H", "H", "H", "H", "H", "H", "H", "H", "H", "H"],
  "xyz": [[-0.0166, 0.0011, -0.4483], [-0.6256, -2.1677, 0.9056], [1.4667, 2.9081, 0.7382], [1.1721, 1.2461, 1.1997], [-0.1772, -0.7514, -3.7446], [1.4996, 0.2422, 5.2989], [-1.0923, -3.5317, -0.2188], [0.0707, -2.1693, -3.7152], [2.8716, 3.6933, 1.7161], [-1.5912, -2.4111, 2.4237], [3.2062, -3.0513, -0.0125], [2.1737, -0.0953, -2.9767], [0.7009, 0.2693, -3.3149], [-1.2986, -0.3148, -4.5595], [2.4756, -1.1313, -1.9334], [0.1857, 1.0894, 3.4434], [3.6561, -1.8802, -2.0818], [2.0148, -2.3371, 0.1403], [1.9535, 2.9839, -1.0746], [1.1142, -2.6440, 1.3161], [-0.0898, 3.9092, 1.0312], [1.6890, -1.3592, -0.8078], [2.5815, 0.0259, 4.4388], [4.0116, -2.8315, -1.1296], [1.2769, 0.8942, 2.5443], [2.4701, 0.3180, 3.0803], [0.3070, 0.7768, 4.7948], [-1.4533, -3.4293, 2.8226], [2.9262, 4.7684, 1.5031], [-1.3005, -1.6753, 3.1874], [2.6320, -0.4262, -3.9246], [3.8476, 3.2501, 1.4445], [-0.3681, 3.9008, 2.0967], [-0.3426, -2.5798, -4.6516], [3.5138, -0.3903, 4.8318], [2.0318, 4.0417, -1.3725], [1.1115, -3.7272, 1.5458], [-0.9398, 3.5017, 0.4586], [-0.3731, -3.6436, -1.0420], [-1.1341, -4.4763, 0.3461], [-2.9801, 1.6058, 0.9083], [3.4917, -3.7851, 0.7432], [-2.0829, -3.3058, -0.6401], [-1.0921, 0.6850, -4.9692], [4.9330, -3.3982, -1.2585], [1.4264, -2.1028, 2.2202], [2.7422, 3.5703, 2.8046], [0.0702, 4.9512, 0.7298], [0.7169, 1.0801, -4.0752], [-0.4803, -2.6599, -2.8800], [-0.5457, 0.9267, 5.4626], [-0.7414, 1.5109, 3.0418], [1.2273, 2.5075, -1.7496], [3.3131, 0.1734, 2.4013], [2.9355, 2.5157, -1.2394], [-2.2316, -0.2844, -3.9679], [-2.7084, 1.2946, 0.2411], [4.2875, -1.6903, -2.9549], [2.6864, 0.8467, -2.7027], [1.1356, -2.4353, -3.6556], [-2.6537, -2.2591, 2.1771], [1.5814, -0.0089, 6.3568], [-1.4261, -1.0207, -5.3925], [0.1530, 0.8236, -2.4652]],
  "lowdin_charge": [1.03, 0.76, 0.32, -0.23, -0.29, -0.12, -0.25, -0.07, -0.18, -0.25, -0.05, -0.14, -0.33, -0.08, -0.29, -0.06, -0.05, -0.32, -0.18, -0.30, -0.19, -0.25, -0.11, -0.08, -0.42, -0.06, -0.11, 0.05, 0.03, 0.04, 0.12, 0.03, 0.03, 0.08, 0.10, 0.04, 0.10, 0.01, 0.03, 0.05, 0.03, 0.11, 0.05, 0.08, 0.10, 0.08, 0.03, 0.02, 0.12, 0.06, 0.10, 0.10, 0.00, 0.11, 0.03, 0.09, -0.03, 0.11, 0.11, 0.09, 0.05, 0.09, 0.08, -0.05]
}